Formula: C4H6O2
Source: OMol25
Level of theory: ωB97M-V/def2-TZVPD

Computed properties:
* calculated total energy: -306.34052 hartree

Structure (ORCA input):
```
! wB97M-V def2-TZVPD RIJCOSX def2/J DEFGRID3
* xyz 0 1
O 0.310 1.546 -0.936
C 1.350 0.791 -0.535
C -1.063 -1.242 0.006
C -1.352 -0.259 0.882
C 1.152 -0.541 -0.004
O 2.514 1.099 -0.737
H 0.703 2.281 -1.440
H -1.142 -2.286 0.307
H -0.935 -1.061 -1.051
H -1.663 -0.489 1.901
H -1.380 0.780 0.578
H 1.507 -0.620 1.028
*
```

Here are the Mulliken charges for atoms 1 to 6, given in e: number 1, O, carries -0.4411; number 2, C, carries 0.7066; number 3, C, carries -0.4908; number 4, C, carries -0.4294; number 5, C, carries -0.4480; number 6, O, carries -0.5679

***

Formula: C25H28BrNO5
Source: OMol25
Level of theory: ωB97M-V/def2-TZVPD

Computed properties:
* calculated total energy: -3974.47796 hartree
* SMILES string: CCOC(=O)C1=C(Nc2ccccc2)C[C@@](C)(O)[C@@H](C(=O)OCC)[C@@H]1c1ccc(Br)cc1

Structure (ORCA input):
```
! wB97M-V def2-TZVPD RIJCOSX def2/J DEFGRID3
* xyz 0 1
C 3.586 -0.460 -3.151
C 3.218 0.858 -2.483
H 3.951 1.110 -1.710
H 3.158 1.665 -3.217
O 1.923 0.793 -1.897
C 1.837 0.281 -0.653
O 2.838 -0.041 -0.020
C 0.470 0.165 -0.187
C 0.179 -0.217 1.097
N 1.179 -0.531 1.950
C 1.197 -0.901 3.290
C 2.258 -1.719 3.694
C 2.377 -2.127 5.006
C 1.446 -1.722 5.949
C 0.411 -0.889 5.565
C 0.283 -0.472 4.251
H -0.508 0.210 3.996
H -0.306 -0.547 6.297
H 1.536 -2.043 6.976
H 3.201 -2.762 5.295
H 2.987 -2.027 2.959
H 2.096 -0.532 1.490
C -1.231 -0.313 1.588
H -1.328 -1.158 2.273
H -1.478 0.594 2.144
C -2.286 -0.450 0.489
C -2.340 -1.885 -0.041
H -2.726 -2.534 0.742
H -1.352 -2.227 -0.327
H -2.998 -1.955 -0.905
O -3.515 -0.122 1.118
H -4.222 -0.138 0.463
C -2.012 0.554 -0.652
C -2.320 1.968 -0.180
O -3.302 2.576 -0.521
O -1.382 2.448 0.632
C -1.546 3.788 1.101
C -1.014 4.792 0.089
H 0.025 4.572 -0.146
H -1.082 5.795 0.500
H -1.602 4.746 -0.824
H -0.980 3.833 2.034
H -2.608 3.968 1.296
H -2.730 0.354 -1.456
C -0.584 0.469 -1.222
C -0.532 -0.499 -2.389
C -1.177 -0.155 -3.573
C -1.156 -0.993 -4.671
C -0.473 -2.194 -4.586
C 0.183 -2.558 -3.425
C 0.149 -1.708 -2.334
H 0.679 -1.992 -1.437
H 0.720 -3.493 -3.374
Br -0.426 -3.357 -6.097
H -1.657 -0.715 -5.585
H -1.698 0.789 -3.643
H -0.350 1.455 -1.645
H 4.543 -0.361 -3.655
H 3.662 -1.245 -2.403
H 2.825 -0.737 -3.877
*
```

Here are the Mulliken charges for atoms 1 to 6, given in e: number 1, C, carries -1.0521; number 2, C, carries -0.3809; number 3, H, carries 0.3379; number 4, H, carries 0.3576; number 5, O, carries -0.2661; number 6, C, carries 1.0169

***

Formula: C16H25NO2
Source: OMol25
Level of theory: ωB97M-V/def2-TZVPD

Computed properties:
* calculated total energy: -829.40342 hartree
* SMILES string: CC[C@H](C(=O)OCCN(CC)CC)c1ccccc1

Structure (ORCA input):
```
! wB97M-V def2-TZVPD RIJCOSX def2/J DEFGRID3
* xyz 0 1
C -0.506 -2.790 1.456
C -1.267 -1.546 1.294
H -0.658 -0.571 1.514
C -1.985 -1.398 -0.121
C -3.015 -0.409 -0.295
C -4.403 -0.561 -0.490
C -5.363 0.427 -0.421
C -4.922 1.861 -0.360
C -3.650 2.117 0.061
C -2.635 1.017 0.193
H -1.716 1.469 0.518
H -3.402 3.190 0.325
H -5.599 2.462 -0.387
H -6.266 0.438 -0.863
H -4.656 -1.491 -0.948
C -1.065 -1.129 -1.038
O -0.952 -1.785 -2.195
O -0.136 -0.238 -0.703
C 0.994 0.281 -1.814
H 0.351 0.596 -2.527
C 1.764 1.252 -1.254
N 2.753 0.902 -0.137
C 2.417 0.322 1.011
H 3.249 -0.112 1.642
C 1.728 1.386 1.623
H 2.418 2.138 1.938
H 0.760 1.303 1.481
H 1.638 0.948 2.823
H 1.677 -0.688 0.893
C 3.926 -0.028 -0.887
C 5.287 0.419 -0.436
H 5.315 -0.018 0.530
H 5.507 1.415 -0.427
H 6.012 -0.356 -0.973
H 3.655 -1.136 -0.877
H 3.936 0.476 -1.981
H 1.219 1.975 -0.787
H 2.272 1.809 -1.732
H 1.436 -0.676 -2.017
H -2.661 -2.164 -0.287
H -2.148 -1.680 2.190
H 0.106 -2.675 0.877
H -1.249 -3.722 1.199
H -0.164 -3.030 2.387
*
```

Here are the Mulliken charges for atoms 1 to 6, given in e: number 1, C, carries -1.8415; number 2, C, carries 0.2876; number 3, H, carries -0.0795; number 4, C, carries 0.7746; number 5, C, carries 0.1434; number 6, C, carries -0.3564

***

Formula: C5H7O5Pb
Source: OMol25
Level of theory: ωB97M-V/def2-TZVPD

Computed properties:
* calculated total energy: -763.67589 hartree
* <S²>: 0.7527

Structure (ORCA input):
```
! wB97M-V def2-TZVPD RIJCOSX def2/J DEFGRID3
* xyz 0 2
O 3.175 0.265 3.234
C 2.238 -0.353 3.593
O 1.769 -1.236 4.217
O 0.061 1.993 2.394
C 0.176 0.769 2.238
O 0.052 0.513 0.857
C -0.060 -0.799 0.316
C -0.822 -0.759 -0.986
O -0.425 0.370 -1.727
C -0.938 0.390 -3.040
Pb 0.121 2.617 0.198
H -0.593 -1.424 1.044
H 0.962 -1.162 0.152
H -1.908 -0.719 -0.788
H -0.606 -1.687 -1.545
H -0.603 1.323 -3.509
H -0.559 -0.470 -3.617
H -2.040 0.369 -3.032
*
```

Here are the Mulliken charges for atoms 1 to 6, given in e: number 1, O, carries -0.3986; number 2, C, carries 0.7623; number 3, O, carries -0.3877; number 4, O, carries -0.4652; number 5, C, carries -0.3069; number 6, O, carries 0.1106

***

Formula: C9H16BBr21FO4P2
Source: OMol25
Level of theory: ωB97M-V/def2-TZVPD

Computed properties:
* calculated total energy: -55515.25654 hartree

Structure (ORCA input):
```
! wB97M-V def2-TZVPD RIJCOSX def2/J DEFGRID3
* xyz -1 1
O 1.080 3.062 1.923
P 0.378 1.981 2.885
O -0.290 2.738 4.334
O -1.027 1.402 1.971
P 1.622 0.235 3.288
B 3.299 0.688 4.093
F 4.280 -0.448 3.880
C 4.029 2.030 3.473
C 4.596 1.863 1.944
O 3.583 1.515 0.935
H 0.297 3.518 4.596
H -1.390 0.670 2.577
H 0.890 -0.541 4.290
H 3.103 0.753 5.274
H 4.985 2.227 4.160
H 3.342 2.988 3.635
H 5.401 1.000 1.960
H 5.139 2.878 1.632
H 3.619 0.532 0.688
C 6.113 -1.046 -0.971
Br 7.184 -1.039 0.652
Br 6.991 -2.012 -2.414
Br 4.313 -1.709 -0.647
H 6.017 -0.005 -1.296
C 0.655 -3.078 -2.309
Br 0.729 -1.621 -3.596
Br 0.760 -2.431 -0.477
Br -0.901 -4.211 -2.588
H 1.539 -3.701 -2.480
C -2.660 4.625 5.943
Br -3.667 4.106 7.524
Br -3.611 5.949 4.881
Br -0.861 5.213 6.392
H -2.558 3.730 5.321
C -5.086 -4.297 -2.120
Br -4.050 -5.898 -2.509
Br -5.311 -3.181 -3.697
Br -6.790 -4.723 -1.285
H -4.511 -3.713 -1.394
C -0.487 -3.532 -6.821
Br 0.549 -5.133 -7.210
Br -0.713 -2.416 -8.398
Br -2.191 -3.958 -5.986
H 0.088 -2.948 -6.095
C -10.120 -3.805 -3.883
Br -11.800 -3.424 -4.786
Br -9.147 -5.252 -4.744
Br -9.024 -2.209 -3.692
H -10.370 -4.144 -2.872
C 2.331 5.317 -1.101
Br 1.880 7.186 -1.399
Br 1.826 4.201 -2.612
Br 4.204 5.091 -0.629
H 1.741 4.979 -0.243
*
```

Here are the Mulliken charges for atoms 1 to 6, given in e: number 1, O, carries -0.5362; number 2, P, carries 0.5927; number 3, O, carries -0.3723; number 4, O, carries -0.5075; number 5, P, carries -0.1869; number 6, B, carries 0.3824

***

Formula: C20H21F4N5O16S4Y
Source: OMol25
Level of theory: ωB97M-V/def2-TZVPD

Computed properties:
* calculated total energy: -4282.69234 hartree

Structure (ORCA input):
```
! wB97M-V def2-TZVPD RIJCOSX def2/J DEFGRID3
* xyz -1 1
Y 0.928 0.489 -1.667
N 2.828 0.167 -0.573
S 4.277 0.892 -0.485
O 5.286 0.444 -1.377
O 4.651 1.490 0.748
F 3.785 2.136 -1.363
S 3.192 -1.061 0.538
O 2.981 -0.808 1.917
O 4.192 -1.972 0.147
F 1.882 -1.904 0.156
N -1.244 0.673 -1.814
S -2.225 0.527 -3.079
O -2.472 1.669 -3.886
O -3.197 -0.516 -3.070
F -1.032 -0.072 -3.991
S -2.447 0.765 -0.640
O -2.248 -0.275 0.295
O -3.734 1.302 -0.860
F -1.760 2.034 0.064
C 0.662 3.183 -3.660
O 1.340 1.999 -3.523
H 0.774 3.617 -4.675
H -0.435 3.138 -3.504
H 1.029 3.995 -2.982
C 2.225 -1.989 -3.370
O 1.857 -0.656 -3.473
H 3.271 -2.128 -3.721
H 2.248 -2.405 -2.343
H 1.631 -2.612 -4.062
C -1.585 -2.303 4.416
C -2.089 -1.003 4.462
C -1.544 -0.050 3.637
C -0.608 -0.422 2.697
C -0.264 -1.741 2.510
C -0.679 -2.667 3.451
N 0.088 0.611 1.951
O 0.272 1.663 2.509
O 0.341 0.437 0.763
H -1.874 -3.000 5.193
H -2.813 -0.766 5.229
H -1.968 0.945 3.563
H 0.440 -2.052 1.761
H -0.308 -3.682 3.402
C -0.613 -6.699 0.612
C 0.448 -5.796 0.546
C 0.248 -4.541 0.008
C -0.973 -4.188 -0.515
C -2.028 -5.071 -0.463
C -1.849 -6.318 0.118
N -1.137 -2.956 -1.273
O -0.235 -2.134 -1.173
O -2.067 -2.883 -2.026
H -0.474 -7.714 0.961
H 1.421 -6.111 0.896
H 1.115 -3.927 -0.192
H -2.993 -4.804 -0.872
H -2.699 -6.984 0.202
C -1.579 6.457 1.223
C -1.009 5.728 2.267
C 0.031 4.849 1.998
C 0.357 4.597 0.676
C -0.323 5.192 -0.365
C -1.149 6.280 -0.087
N 1.312 3.538 0.373
O 1.032 2.807 -0.552
O 2.300 3.451 1.058
H -2.321 7.190 1.523
H -1.411 5.689 3.270
H 0.551 4.347 2.801
H -0.103 5.004 -1.411
H -1.506 6.905 -0.891
*
```

Here are the Mulliken charges for atoms 1 to 6, given in e: number 1, Y, carries 1.7728; number 2, N, carries -0.0466; number 3, S, carries 0.8493; number 4, O, carries -0.6186; number 5, O, carries -0.5710; number 6, F, carries -0.2989

***

Formula: C2H4N2S2
Source: OMol25
Level of theory: ωB97M-V/def2-TZVPD

Computed properties:
* calculated total energy: -984.44468 hartree
* SMILES string: NN(C=S)C=S

Structure (ORCA input):
```
! wB97M-V def2-TZVPD RIJCOSX def2/J DEFGRID3
* xyz 0 1
C 1.192 -0.687 -0.021
C -1.198 -0.682 0.088
H 0.931 1.739 0.170
H -0.748 1.803 0.461
H 1.056 -1.778 -0.020
H -0.975 -1.773 0.146
N -0.004 1.395 -0.070
N -0.017 0.013 0.037
S 2.680 -0.052 -0.016
S -2.685 -0.050 -0.042
*
```

Here are the Mulliken charges for atoms 1 to 6, given in e: number 1, C, carries 0.0261; number 2, C, carries 0.0032; number 3, H, carries 0.2158; number 4, H, carries 0.2392; number 5, H, carries 0.1845; number 6, H, carries 0.1754

***

Formula: C15H28ClN2OPt
Source: OMol25
Level of theory: ωB97M-V/def2-TZVPD

Computed properties:
* calculated total energy: -1351.52591 hartree

Structure (ORCA input):
```
! wB97M-V def2-TZVPD RIJCOSX def2/J DEFGRID3
* xyz 3 1
Pt 0.761 0.028 1.187
N 0.160 -1.770 1.981
C 1.184 -2.890 2.045
C 2.345 -2.526 2.953
C 3.242 -1.397 2.413
C 3.058 -0.087 3.147
N 1.634 0.413 2.974
H -0.210 -1.657 2.926
H -0.642 -2.112 1.450
H 1.510 -3.104 1.027
H 0.658 -3.764 2.429
H 2.937 -3.424 3.123
H 1.938 -2.272 3.940
H 3.000 -1.213 1.358
H 4.295 -1.677 2.418
H 3.741 0.685 2.804
H 3.196 -0.205 4.223
H 1.586 1.417 3.154
H 1.068 -0.022 3.701
C 1.926 3.626 1.649
C 2.445 2.586 0.685
O 1.391 1.696 0.159
C 0.367 2.412 -0.632
C -0.962 2.525 0.084
H 2.773 4.079 2.166
H 1.247 3.216 2.402
H 1.396 4.432 1.143
H 3.175 1.909 1.123
H 2.908 3.041 -0.190
H 0.293 1.859 -1.568
H 0.789 3.387 -0.860
H -1.193 1.624 0.668
H -1.759 2.651 -0.648
H -0.992 3.366 0.774
Cl -0.844 -1.830 -4.865
C -2.486 -1.495 -4.618
C -3.356 -1.549 -5.676
C -4.704 -1.255 -5.465
C -5.234 -0.936 -4.194
C -4.395 -0.887 -3.131
C -2.976 -1.153 -3.285
C -2.161 -1.088 -2.213
H -3.002 -1.819 -6.662
H -5.372 -1.275 -6.318
H -6.291 -0.741 -4.087
H -4.764 -0.649 -2.141
H -1.103 -1.298 -2.313
H -2.575 -0.857 -1.239
*
```

Here are the Mulliken charges for atoms 1 to 6, given in e: number 1, Pt, carries 0.6820; number 2, N, carries -0.4769; number 3, C, carries -0.7562; number 4, C, carries -0.5814; number 5, C, carries -0.4182; number 6, C, carries -0.7550

***

Question: Among the records above, which one has the lowest calculated total energy?
Answer: C9H16BBr21FO4P2